(1)
This record from the OMol25 dataset describes C32H58BCoF6N8PS as an isolated structure. The level of theory is ωB97M-V with the def2-TZVPD basis set.

Relative energy (zero: lowest compared OMol25 entry of this formula, charge and spin) ... 37.72 kJ/mol
Multiplicity ... 6
LUMO (spin up / spin down) ... -0.1772 / -0.3264 hartree
Energy ... -120772.83455 eV
⟨S²⟩ ... 8.770
Charge ... +2
Molecular weight ... 801.65 Da
E_HOMO (spin up / spin down) ... -14.0 / -13.9 eV

Positions of all 108 atoms, in Å:
Co: -0.549891 1.107263 0.482752
S: 0.305509 -0.262214 -3.202879
P: -1.902532 4.446799 -1.024013
F: -1.089154 2.706254 -0.344034
F: -2.039642 4.780406 0.515723
F: -2.513747 5.761766 -1.567688
F: -0.401481 4.938296 -0.983972
F: -1.614273 3.784137 -2.449586
F: -3.253101 3.631381 -0.950966
N: -1.179271 -0.819541 0.167368
N: 1.744312 -0.608781 0.715926
N: -0.420336 0.787794 2.490877
N: 0.309886 -0.266187 2.806441
N: -0.427374 -1.623129 -5.337994
N: -0.555360 -1.755405 0.964536
N: 1.421626 0.664938 0.306455
N: -0.755160 0.656828 -5.464552
C: -0.348120 -0.408690 -4.816098
C: 3.133920 -3.441798 0.784849
C: -4.609698 -1.037026 -0.839177
C: 0.954717 -1.391646 6.334920
C: -3.190786 -0.770936 -1.363763
C: -2.834269 2.573724 2.751477
C: 0.096456 -1.657910 -7.777787
C: -0.688494 3.904363 3.095949
C: 0.018656 -4.472596 2.638942
C: -0.765258 2.029590 -4.927060
C: 3.853829 -2.139057 0.473389
C: 2.809603 -0.843444 4.672814
C: -1.569392 2.748737 3.602771
C: -2.973912 0.721364 -1.525480
C: -1.155514 -4.211025 1.707788
C: 0.171845 2.945698 -5.692678
C: -2.455345 -4.303810 2.527594
C: -0.759756 1.500272 3.656885
C: 2.488191 1.183619 -0.303070
C: 3.021099 -0.882448 0.335005
C: 3.505782 0.239421 -0.313350
C: 2.154545 3.601519 0.243368
C: 5.012579 -1.917344 1.453090
C: 1.328615 -1.256803 4.858111
C: 0.500940 -0.266838 4.158259
C: 2.551175 2.587612 -0.832595
C: -2.189987 -1.433253 -0.454723
C: -2.230434 -2.763377 -0.051024
C: -1.227419 -2.935664 0.882182
C: 1.720522 2.749840 -2.108691
C: -0.933819 -1.925580 -6.689083
C: -0.197677 0.864668 4.708498
B: 0.750291 -1.324066 1.685320
H: -3.691687 1.139655 -2.230412
H: 1.099317 3.504447 0.499358
H: -2.471700 -5.239642 3.087982
H: -5.343059 -0.534335 -1.470825
H: -2.943881 -3.509875 -0.361231
H: -1.850024 -1.355285 -6.851558
H: -1.863178 2.959095 4.631494
H: -3.342401 -4.268781 1.897078
H: 4.299548 -2.251516 -0.517067
H: 1.189799 -2.213513 4.350962
H: 5.604384 -1.041302 1.187813
H: -1.250913 4.836502 3.135429
H: -3.101966 -1.255904 -2.341801
H: -1.222298 -2.973379 -6.679042
H: 0.005377 -2.374517 -4.823744
H: 4.640746 -1.783920 2.471275
H: 2.196285 -3.535128 0.231760
H: -3.513543 1.839111 3.186300
H: -0.398293 3.750257 2.054559
H: 1.541622 -2.194797 6.778897
H: 4.486389 0.353333 -0.748959
H: 2.751969 3.460456 1.146309
H: -1.175792 -5.018034 0.972113
H: 3.057829 -0.698136 3.621302
H: 5.670484 -2.787547 1.448707
H: -0.129368 -5.446345 3.106992
H: -0.340303 -1.878332 -8.751693
H: 2.097655 2.088818 -2.896535
H: -3.142227 1.238269 -0.577347
H: 0.970225 -4.498238 2.123230
H: -0.100468 -1.633455 6.467926
H: 1.179103 -0.477305 6.888098
H: -2.598253 2.264702 1.730665
H: -4.712792 -0.648980 0.177261
H: -4.849149 -2.099681 -0.822484
H: -1.975697 0.970507 -1.889381
H: -3.356382 3.525503 2.668849
H: 0.669112 2.523287 -1.910349
H: -0.482479 1.978460 -3.875582
H: 0.143843 3.940649 -5.247761
H: 1.763778 3.778445 -2.470288
H: 3.774278 -4.279157 0.506525
H: -1.790704 2.393525 -4.954893
H: 3.441557 -1.633024 5.077499
H: 0.972703 -2.292455 -7.647765
H: 0.062027 -3.735595 3.443056
H: 2.928803 -3.531865 1.850688
H: -2.513288 -3.477800 3.242748
H: -0.247130 1.150244 5.746540
H: 0.212988 4.014136 3.701393
H: 0.427286 -0.617554 -7.782887
H: 1.276680 -2.231921 2.221043
H: 1.199339 2.578997 -5.658435
H: 3.598395 2.754616 -1.088087
H: -1.070777 0.538062 -6.417026
H: -0.132169 3.038045 -6.737114
H: 2.303934 4.619728 -0.115196
H: 3.021564 0.080763 5.212615

Forces on atoms 1 to 2 (eV/Å):
Co 0.149 -0.306 -0.232
S 0.014 -0.065 -0.024

***

(2)
This record from the OMol25 dataset describes C2H11BeO4 as an isolated structure in a non-equilibrium geometry. The level of theory is ωB97M-V with the def2-TZVPD basis set.

Relative energy (zero: lowest compared OMol25 entry of this formula, charge and spin) ... 35.65 kJ/mol
LUMO ... -0.1506 hartree
Energy ... -10840.09879 eV
Charge ... +1
Molecular weight ... 108.12 Da
E_HOMO ... -12.5 eV

Positions of all 18 atoms, in Å:
O: -0.211970 0.728406 -2.127706
O: 0.434039 0.765966 0.425712
O: -0.973086 -1.339835 -0.579308
O: -2.047150 1.246213 -0.406956
C: 0.970822 0.359787 1.577803
C: 1.723137 -0.854033 1.306179
Be: -0.588917 0.262000 -0.606118
H: 1.577785 1.132477 2.133735
H: 2.542869 -0.590397 0.672995
H: 0.342237 1.478874 -2.303319
H: -1.925263 2.083202 -0.801446
H: -2.896437 0.865399 -0.680434
H: 0.255317 0.085481 2.349566
H: -0.594771 0.589989 -2.979793
H: -0.843294 -2.083761 -1.174298
H: 1.250883 -1.591092 0.702793
H: 2.178723 -1.293338 2.235309
H: -1.194925 -1.845340 0.255285

Forces on atoms 1 to 2 (eV/Å):
O 0.361 -0.100 -0.500
O -2.425 1.382 -3.501

***

(3)
This record from the OMol25 dataset describes C2H6FO2Y as an isolated structure in a non-equilibrium geometry. The level of theory is ωB97M-V with the def2-TZVPD basis set.

LUMO ... -0.3863 hartree
Energy ... -10006.96733 eV
Charge ... +2
Molecular weight ... 169.97 Da
E_HOMO ... -19.9 eV

Positions of all 12 atoms, in Å:
Y: -0.457725 -1.922833 -0.670004
F: -2.168789 -0.835160 -0.180086
O: -1.894516 -2.288929 1.838708
O: 0.251213 -0.863065 1.051408
C: -1.763304 -3.320540 2.803827
C: -1.491441 -1.010521 2.055377
H: -0.837195 -0.912447 2.928961
H: -0.732568 -3.671115 2.928382
H: -2.053604 -2.852909 3.752498
H: -2.328964 -0.331394 2.240731
H: -2.338655 -4.170116 2.429525
H: 1.151674 -0.817410 1.378280

Forces on atoms 1 to 2 (eV/Å):
Y -2.512 2.620 2.073
F 2.341 -1.466 -1.575

***

(4)
This record from the OMol25 dataset describes one molecule with the formula C13H14N2O3S in a non-equilibrium geometry. The level of theory is ωB97M-V with the def2-TZVPD basis set.

Relative energy (zero: lowest compared OMol25 entry of this formula, charge and spin) ... 182.06 kJ/mol
Structure (SMILES) ... O=C(O)[C@@H]1CS[C@H](Cc2c[nH]c3ccc(O)cc23)N1
LUMO ... 0.0202 hartree
Energy ... -33666.13322 eV
Charge ... 0
Molecular weight ... 278.33 Da
E_HOMO ... -7.8 eV

Positions of all 33 atoms, in Å:
S: -2.694767 1.999343 1.604252
O: 0.655475 -3.909708 -0.217254
O: 1.844838 0.109122 2.847417
O: 0.395550 0.127007 4.563416
N: 0.991515 0.653707 -3.337300
N: -0.294175 1.183450 1.189034
C: -1.324712 1.832543 0.404223
C: -1.779158 1.267329 3.019767
C: -0.087764 1.400779 -2.816947
C: 1.764140 -2.773627 -1.938769
C: 0.750007 -2.816506 -1.002513
C: -0.298443 1.416667 2.658476
C: 0.648829 0.470280 3.429978
C: 1.950086 -1.652757 -2.754263
C: 0.120088 -0.614609 -1.727876
C: -0.597159 0.634335 -1.789577
C: 1.116514 -0.557611 -2.684471
C: -1.720867 0.946908 -0.794013
C: -0.085760 -1.709763 -0.884460
H: 0.616375 1.367213 0.753091
H: -0.010963 -3.795697 0.468446
H: 2.428430 -3.649154 -2.047299
H: -0.925929 2.801454 0.016251
H: 1.697675 1.016919 -3.998549
H: 0.026475 2.431343 2.893740
H: -2.189246 0.034917 -0.388912
H: -2.070097 1.689498 3.996254
H: -2.524340 1.511502 -1.301637
H: 2.152917 -0.567871 3.468870
H: 2.774906 -1.653506 -3.483532
H: -0.428692 2.371156 -3.119906
H: -0.877525 -1.769843 -0.106391
H: -2.024225 0.205183 3.080455

Forces on atoms 1 to 2 (eV/Å):
S -0.031 0.407 0.310
O -0.001 -0.755 0.370

***

(5)
This record from the OMol25 dataset describes one molecule with the formula C5H8N2 in a non-equilibrium geometry. The level of theory is ωB97M-V with the def2-TZVPD basis set.

Relative energy (zero: lowest compared OMol25 entry of this formula, charge and spin) ... 271.61 kJ/mol
Structure (SMILES) ... N#C[C@H](N)C1CC1
LUMO ... 0.0355 hartree
Energy ... -8292.18126 eV
Charge ... 0
Molecular weight ... 96.13 Da
E_HOMO ... -9.4 eV

Positions of all 15 atoms, in Å:
N: 1.908447 -0.796217 0.024330
N: 1.691542 2.640174 0.437953
C: -0.253597 -0.123176 -0.554597
C: 1.291832 1.553777 0.427353
C: 0.849937 0.134901 0.393681
C: -1.303138 -1.083385 -0.311329
C: -1.776078 0.319474 -0.030522
H: -0.555177 0.725740 -1.307252
H: -1.864402 0.625873 1.005858
H: 2.682675 -0.713634 0.675599
H: -1.752372 -1.605188 -1.147034
H: -2.569968 0.709071 -0.675800
H: 0.505462 -0.128094 1.403146
H: -1.120703 -1.707750 0.556413
H: 2.265535 -0.551568 -0.897805

Forces on atoms 1 to 2 (eV/Å):
N 0.624 0.178 0.235
N -0.423 -1.109 0.008

***

(6)
This record from the OMol25 dataset describes a 4-piece molecular cluster, C2H13N2O3 overall in a non-equilibrium geometry. The level of theory is ωB97M-V with the def2-TZVPD basis set.

Relative energy (zero: lowest compared OMol25 entry of this formula, charge and spin) ... 314.69 kJ/mol
LUMO ... -0.1122 hartree
Energy ... -11399.08267 eV
Charge ... +1
Molecular weight ... 113.14 Da
E_HOMO ... -12.5 eV

Positions of all 20 atoms, in Å:
O: -1.542982 -0.470610 1.554919
O: 2.082472 -1.839976 0.551301
O: 1.216837 0.243263 1.794881
N: -0.949766 -0.816583 -2.319764
N: -0.085148 2.020122 -0.042486
C: -1.190170 0.335864 -1.476643
C: -0.050955 1.039408 -1.169601
H: 0.009601 -1.001907 -2.561571
H: 0.451250 1.533357 0.720039
H: -1.527118 -1.213523 -3.002220
H: 2.307954 -2.297445 1.370307
H: 1.064814 0.802187 -1.567092
H: -1.149736 2.358008 0.263055
H: -2.065930 -0.948709 2.278687
H: -2.252926 0.650467 -1.306468
H: 2.818378 -1.648856 0.073365
H: 0.720559 -0.544026 1.893634
H: 0.364493 2.932933 -0.480743
H: 1.467397 0.434763 2.788364
H: -1.568196 -1.195068 0.735055

Forces on atoms 1 to 2 (eV/Å):
O -1.129 -3.843 -1.823
O -3.791 -1.341 1.933